1.
221
Properties=species:S:1:pos:R:3:forces:R:3 method="wB97M-V/def2-TZVPD" homo_energy_ev=-8.7254 gap_ev=8.828
C 9.02777 -4.77399 -2.53934 -1.394 -0.652 1.347
C 8.47229 -5.93180 -3.43322 0.010 2.946 0.181
C 7.31937 -5.30268 -4.36858 0.373 -2.295 2.141
O 6.17349 -5.31833 -3.46071 1.305 -1.572 -1.290
C 5.59435 -4.12015 -3.20473 -0.257 1.799 -0.195
N 9.66034 -6.39092 -4.08137 -0.061 -0.390 -1.762
H 9.82328 -5.09373 -1.86624 0.209 -0.312 -0.335
H 8.24430 -4.48062 -1.84061 -0.188 0.338 -0.036
H 9.36382 -3.86903 -3.04551 -0.071 -0.232 -0.486
H 8.01200 -6.72836 -2.84866 -0.022 0.163 0.027
H 7.11266 -6.02337 -5.15976 -0.174 -0.026 -0.155
H 7.60768 -4.36702 -4.84767 -0.275 0.397 0.485
H 4.82884 -4.21373 -2.43445 0.093 -0.127 -0.003
H 5.14719 -3.70886 -4.10971 -0.387 0.230 -0.144
H 6.35772 -3.40746 -2.89255 -0.053 0.401 0.363
H 10.02686 -5.55825 -4.52003 0.785 0.349 0.144
H 9.35401 -6.86057 -4.92142 0.106 -1.001 -0.263
C 7.28606 -3.49763 2.57664 -0.350 0.174 0.773
C 8.36459 -2.45684 2.87656 0.497 -0.602 -0.688
C 9.78386 -3.05416 2.92979 0.441 -0.759 -0.445
O 10.00147 -3.88012 4.04416 -0.414 0.317 1.682
C 11.33840 -4.32869 4.16917 -0.868 -1.019 0.333
N 8.35825 -1.41097 1.82095 0.505 -0.519 0.814
H 7.30221 -3.91865 1.57136 0.541 0.089 -0.010
H 6.29536 -3.05322 2.67217 -0.087 0.242 0.037
H 7.30040 -4.29811 3.31633 0.195 -0.128 -0.086
H 8.24066 -1.94508 3.83094 -0.478 -0.453 0.425
H 10.56964 -2.29879 2.93810 -0.128 0.608 -0.170
H 9.99765 -3.71253 2.08780 -0.278 0.311 -0.808
H 11.48074 -4.88172 5.09762 -0.558 0.288 0.418
H 12.08343 -3.53427 4.21331 0.038 0.078 -0.746
H 11.43081 -5.14383 3.45146 0.953 0.432 -0.724
H 7.45103 -0.96960 1.86811 -0.289 0.128 -0.183
H 8.97824 -0.75534 2.27466 0.250 0.830 -0.642
C -7.84765 -6.10833 -1.06219 -0.429 1.612 -0.817
C -7.25573 -7.22719 -0.26510 -0.080 0.624 0.965
C -5.79878 -7.62035 -0.60751 0.230 -0.556 0.747
O -4.73885 -7.02232 0.09537 -0.173 0.512 0.921
C -4.16767 -5.85636 -0.42918 0.384 -1.070 -1.143
N -7.39621 -6.87736 1.16979 0.931 0.002 -0.769
H -8.77980 -5.73240 -0.64046 -0.510 -0.691 0.027
H -8.00794 -6.33145 -2.11700 -0.131 -0.357 0.032
H -7.34375 -5.14206 -1.08406 0.995 -0.220 0.258
H -7.88303 -8.09624 -0.46349 0.176 -0.410 -0.358
H -5.60761 -7.55633 -1.67870 -0.191 -0.121 -0.257
H -5.62784 -8.63269 -0.24139 -0.579 -0.474 -0.578
H -4.92524 -5.11562 -0.68515 0.371 0.573 0.658
H -3.68183 -6.13218 -1.36512 -0.085 0.015 -0.707
H -3.27924 -5.64519 0.16597 -0.677 0.834 0.550
H -8.36431 -6.74128 1.42347 0.011 -0.306 0.057
H -6.94918 -7.60491 1.70919 -0.246 0.066 0.429
C 0.76122 3.65092 -6.34339 -0.647 -0.591 -0.144
C 1.36784 3.91551 -7.73339 1.080 0.346 1.603
C 0.40673 4.07259 -8.90085 -0.203 -1.049 -0.811
O -0.47070 2.94680 -9.17708 0.128 0.049 0.214
C 0.14050 1.62020 -9.27452 -0.168 2.238 0.157
N 2.27527 5.09376 -7.64610 -0.489 -0.391 -1.083
H 0.19215 4.51401 -5.99793 0.111 0.026 0.168
H 1.50847 3.33259 -5.61649 0.499 0.734 -0.009
H 0.11456 2.77719 -6.26262 -0.515 0.007 -0.642
H 2.08430 3.10735 -7.88052 -0.293 -0.357 -0.576
H 0.97576 4.30126 -9.80196 0.454 -0.230 -0.136
H -0.24359 4.94403 -8.82480 -0.261 -0.120 0.576
H -0.64111 0.89791 -9.51012 -0.054 0.186 0.441
H 0.62127 1.50820 -8.30272 0.172 -0.973 -0.279
H 0.83441 1.62110 -10.11509 0.393 -0.119 0.135
H 2.84214 5.08205 -6.81026 -0.259 0.148 0.033
H 1.78442 5.96658 -7.77783 0.051 0.090 0.377
C -11.93861 -1.90458 4.59494 -0.276 0.662 1.608
C -11.68682 -1.60398 3.12912 0.286 -0.452 2.998
C -10.37721 -2.42398 2.76269 0.766 0.617 -1.525
O -9.27901 -2.25794 3.68149 -0.158 0.279 1.506
C -7.91784 -2.59120 3.34577 -0.692 -0.307 -1.957
N -12.91627 -1.95763 2.48599 0.200 -1.835 -2.896
H -11.35900 -1.22760 5.22252 0.329 -0.570 0.392
H -11.86963 -2.95498 4.87780 0.905 -0.120 -0.151
H -12.97826 -1.75113 4.88420 -0.203 0.678 -0.320
H -11.48692 -0.53477 3.05883 0.096 -0.053 -0.419
H -10.06212 -2.02197 1.79975 0.194 -0.124 -0.393
H -10.53202 -3.49315 2.61775 -0.576 -0.135 0.140
H -7.66983 -3.63153 3.13526 -0.948 -0.653 0.100
H -7.12205 -2.36834 4.05651 -0.895 0.909 0.580
H -7.70590 -2.12321 2.38443 0.355 0.445 -0.029
H -13.05529 -2.94654 2.63716 -0.084 -0.224 -0.207
H -13.82366 -1.55234 2.66624 0.723 0.874 0.557
C -4.82511 2.47199 6.24230 0.093 1.795 -0.079
C -5.76400 3.68099 5.91998 -0.508 0.035 0.140
C -6.88817 3.35452 4.97491 -0.265 0.677 -0.463
O -6.33929 3.28003 3.67779 -0.426 -1.588 -1.042
C -6.71421 2.05677 2.97508 1.057 0.923 0.775
N -6.37826 4.23089 7.12639 0.319 -0.496 1.205
H -4.34828 2.02889 5.36801 -0.626 -0.173 -0.232
H -5.29794 1.75226 6.91053 -0.017 0.006 -0.199
H -3.96529 2.93162 6.72968 0.073 -0.213 0.560
H -5.24377 4.54855 5.51402 0.703 -0.573 -0.842
H -7.63424 4.14872 4.94786 0.042 0.536 0.228
H -7.50087 2.51566 5.30504 0.441 -0.672 -0.156
H -6.62023 1.26059 3.71359 -0.529 -0.333 -0.221
H -5.95918 1.85654 2.21487 -0.037 0.264 -0.091
H -7.69052 2.14226 2.49800 -0.130 -0.133 0.241
H -5.60869 4.61236 7.65776 0.028 -0.056 0.571
H -6.94218 5.04508 6.92839 -0.221 -0.018 -0.398
C -1.19928 8.42855 3.59837 -1.036 -1.027 -0.318
C 0.24969 8.72821 3.70037 -0.310 -0.932 0.536
C 1.09387 7.46151 3.86190 -0.739 -0.091 -0.356
O 2.36488 7.72868 4.36637 0.830 1.027 0.986
C 2.38513 8.18032 5.75625 0.855 -1.013 -1.180
N 0.63769 9.38812 2.47077 0.718 0.359 0.620
H -1.33789 7.72853 2.77443 -0.067 -0.177 -0.115
H -1.81589 9.28354 3.32108 0.105 0.201 0.331
H -1.58243 7.93415 4.49105 -0.150 0.212 0.119
H 0.40432 9.29904 4.61599 0.156 0.489 -0.025
H 1.20648 7.01496 2.87397 0.286 0.101 -0.185
H 0.60511 6.67526 4.43725 -0.338 0.105 0.528
H 2.05085 7.32468 6.34296 -0.427 0.348 0.419
H 1.89119 9.13077 5.95810 -0.421 -0.275 -0.127
H 3.43567 8.33921 5.99958 0.032 -0.075 -0.146
H 0.31441 10.33858 2.58129 -0.052 0.395 -0.450
H 1.63933 9.44264 2.58840 0.557 0.329 -0.648
C -3.20657 5.21116 -1.85331 -0.248 -0.162 0.173
C -3.71016 6.41001 -2.69363 0.979 -0.434 0.308
C -4.96491 6.16504 -3.53652 0.234 -0.365 1.438
O -4.83343 5.18506 -4.50761 0.647 -0.143 -0.962
C -4.25655 5.57507 -5.75229 -0.810 0.009 0.234
N -3.96441 7.53839 -1.80067 -0.010 -0.201 0.265
H -2.72445 4.42009 -2.42764 -0.546 -0.059 -0.461
H -3.98861 4.79602 -1.21757 -0.224 -0.122 -0.204
H -2.40614 5.44347 -1.15084 0.028 0.792 0.023
H -2.85747 6.62547 -3.33752 0.021 0.201 -0.605
H -5.31410 7.13921 -3.87879 -0.160 0.087 -0.543
H -5.71788 5.74861 -2.86740 -0.193 0.293 0.193
H -4.91340 6.29151 -6.24561 -0.288 0.033 -0.189
H -4.22986 4.65387 -6.33433 0.324 0.240 -0.100
H -3.29467 6.08557 -5.70451 0.336 -0.381 0.368
H -4.25425 8.36811 -2.29834 -0.054 0.046 -0.212
H -3.08669 7.76386 -1.35471 -0.015 0.158 0.276
C -1.32527 -3.57043 6.13971 1.194 0.979 1.593
C -1.01186 -4.86285 5.42879 -0.612 2.537 -0.643
C 0.37719 -5.46543 5.66280 -0.358 0.538 -1.448
O 0.50532 -6.45949 4.66289 0.489 -1.735 -0.218
C 1.24903 -6.05400 3.52206 -1.153 1.194 0.147
N -2.11541 -5.72407 5.64408 -0.261 -2.103 0.215
H -0.71449 -2.75947 5.74297 0.054 0.149 -0.001
H -1.05402 -3.65389 7.19212 0.258 0.000 0.342
H -2.35393 -3.21806 6.21580 -0.143 -0.542 -0.780
H -1.15287 -4.54287 4.39640 0.785 -0.370 -0.533
H 0.47542 -5.88067 6.66582 -0.031 -0.241 -0.010
H 1.20355 -4.78315 5.46352 -0.142 0.610 0.558
H 0.85941 -5.07381 3.24727 0.354 0.603 -0.014
H 0.97838 -6.59977 2.61819 0.305 -0.839 0.488
H 2.31899 -5.97012 3.71240 0.062 -0.299 -0.075
H -2.05725 -6.41836 4.91288 -0.363 -0.293 -0.369
H -1.86385 -6.29413 6.43897 -0.434 -0.164 0.735
C -2.40476 -5.36398 -8.63377 -0.355 -0.178 0.810
C -3.31132 -4.29317 -8.01918 1.903 0.664 -1.110
C -2.46242 -3.48182 -6.94974 -1.429 -1.381 0.510
O -3.26747 -2.51497 -6.35604 -1.225 1.399 0.633
C -2.86132 -2.19180 -5.03010 0.330 -0.518 -0.268
N -3.70306 -3.49739 -9.20796 -0.115 0.215 0.969
H -1.67364 -4.82413 -9.23554 0.401 -0.323 0.366
H -2.90636 -6.05248 -9.31381 -0.373 0.186 0.012
H -2.03929 -5.97261 -7.80666 0.720 -0.121 -0.225
H -4.19963 -4.73915 -7.57186 0.174 0.127 0.626
H -1.49511 -3.03483 -7.17916 0.097 -0.206 -0.983
H -2.28132 -4.18196 -6.13421 0.452 -0.718 -0.134
H -1.80202 -1.93521 -5.04156 0.104 0.508 0.130
H -2.92632 -3.04916 -4.36017 -0.157 -0.485 -0.074
H -3.47920 -1.42826 -4.55753 0.056 0.226 -0.636
H -4.55207 -3.95727 -9.50424 -0.238 0.350 -0.530
H -3.95305 -2.57164 -8.89081 -0.340 0.265 -0.086
C 2.70352 1.06505 6.86387 0.184 0.031 0.531
C 3.32002 1.05686 5.46244 -0.098 0.333 0.968
C 4.78658 1.55293 5.40802 0.230 0.617 -0.738
O 5.22314 2.13400 4.11371 -1.236 -0.069 1.559
C 4.75012 3.49692 4.03147 0.761 -0.709 0.296
N 3.12346 -0.25882 4.93220 -0.124 -0.276 -0.704
H 3.04125 0.30973 7.57347 0.710 -0.267 -0.249
H 1.64602 0.81123 6.79065 -0.114 0.512 -0.160
H 2.88437 2.01525 7.36639 -0.380 0.143 -0.064
H 2.63989 1.71755 4.92485 0.408 0.341 -0.449
H 5.48823 0.75416 5.64832 -0.141 -0.332 -0.363
H 4.97890 2.28572 6.19168 -0.181 0.402 0.004
H 3.67098 3.57203 3.89763 -0.034 -0.076 -0.319
H 5.32378 3.98044 3.24074 -0.337 -0.060 -0.136
H 4.98935 4.00336 4.96656 0.055 0.185 0.105
H 3.54772 -0.27000 4.01568 0.084 -0.547 -0.217
H 3.57729 -0.92865 5.53672 0.179 -0.245 -0.150
C 1.57368 1.90677 0.01469 -1.483 0.013 0.275
C 1.68122 0.50854 0.55863 1.748 -1.323 0.613
C 0.85167 -0.56470 -0.12688 -0.836 0.399 0.219
O -0.55123 -0.28907 0.04505 -0.311 0.320 0.182
C -1.05036 -0.31117 1.39817 0.245 -0.675 -0.162
N 3.10782 0.15651 0.45390 -0.006 -0.839 0.375
H 1.90810 2.65852 0.72964 0.298 -0.099 -0.001
H 0.52387 2.12984 -0.17561 -0.004 0.269 -0.466
H 2.20036 1.91945 -0.87705 -0.353 0.425 -0.178
H 1.55251 0.37036 1.63214 -0.648 0.644 0.118
H 1.04698 -1.60173 0.14614 0.362 0.082 0.882
H 1.12106 -0.59263 -1.18270 -0.636 0.481 -0.418
H -1.04295 -1.32320 1.80295 0.437 -0.297 0.012
H -2.10668 -0.05264 1.47196 0.048 0.366 -0.827
H -0.53152 0.33276 2.10829 0.271 0.138 -0.244
H 3.38020 0.16357 -0.51865 0.288 0.154 -0.147
H 3.57160 0.91461 0.93380 0.623 -0.059 -0.162
C 8.00984 1.12265 -5.10660 -0.449 0.741 0.450
C 6.96460 2.27601 -5.05371 -1.003 -0.840 0.214
C 6.90857 2.94016 -3.64263 -0.144 0.217 -0.231
O 5.87335 3.92164 -3.45991 0.181 -0.987 -2.156
C 6.00343 4.76527 -2.35435 -0.250 -0.433 -0.690
N 7.13085 3.20633 -6.13338 0.735 1.722 -0.026
H 7.69618 0.34448 -4.41077 0.167 -0.154 -0.119
H 9.00691 1.46623 -4.83107 -0.061 0.274 0.374
H 8.18833 0.70708 -6.09833 -0.641 -0.009 -0.119
H 5.93999 1.94893 -5.23058 -0.167 -1.293 0.591
H 7.89467 3.37923 -3.49120 0.145 0.200 0.421
H 6.65190 2.19758 -2.88712 0.702 -0.553 -0.027
H 7.01284 5.17500 -2.39055 -0.074 0.465 0.580
H 5.77711 4.21209 -1.44283 0.297 0.098 0.392
H 5.20461 5.48423 -2.53626 0.369 0.438 0.439
H 6.32651 3.81329 -6.06472 0.072 0.530 -0.209
H 7.07265 2.79520 -7.05407 0.096 -0.427 0.116

***

2.
7
Properties=species:S:1:pos:R:3:forces:R:3 method="wB97M-V/def2-TZVPD" homo_energy_ev=-8.6680 gap_ev=7.646
C 0.50455 0.23913 -0.67543 0.696 -1.625 3.679
C 1.54488 -0.23324 0.07363 -1.314 1.170 -1.098
C 0.28417 -0.29837 0.64050 -0.434 -1.310 -2.118
Cl 3.15104 -0.55148 -0.02189 0.412 -0.276 0.357
Cl -0.41359 -2.93234 0.07244 0.094 0.691 0.243
H 0.04412 0.46536 -1.59323 -0.319 0.451 -0.826
H -0.45898 -1.02252 1.15098 0.864 0.899 -0.238

***

3.
9
Properties=species:S:1:pos:R:3:forces:R:3 method="wB97M-V/def2-TZVPD" homo_energy_ev="-9.0311 / -9.0238" gap_ev="8.959 / 8.485"
C 1.46182 -0.81367 -1.04918 -3.159 0.673 1.110
C 0.75429 -0.96889 0.06325 0.901 0.097 -1.302
C -3.28508 -0.25792 0.19837 -2.258 -3.552 -0.356
F -3.73910 -0.57036 -1.07335 0.687 0.333 1.346
F -3.38785 0.99483 0.39990 -0.070 2.184 0.344
Cl -0.81551 -0.77438 0.56950 -0.104 -0.100 0.120
H 1.15572 -0.38446 -1.99307 -0.491 -0.060 -0.020
H 2.44604 -1.01094 -0.95058 3.238 -0.759 0.151
H -3.86263 -0.91834 0.98684 1.255 1.185 -1.392

***

Record-wise energy relative to the best compared isomer or geometry (same formula, charge and spin) values, in kcal/mol: 205.0, 50.1, 118.2